## i
This record from the OMol25 dataset describes a cluster of 8 separate species, C20H36N4O4 in total. The level of theory is the ωB97M-V functional and the def2-TZVPD basis.

Geometry as XYZ:
```
64
C20H36N4O4 | the OMol25 dataset | the ωB97M-V functional and the def2-TZVPD basis
C 6.61 24.76 -15.80
C 5.52 25.29 -16.79
C 4.63 26.32 -16.24
O 5.66 24.93 -17.98
H 7.53 25.35 -15.84
H 6.88 23.72 -15.97
H 6.43 24.92 -14.74
H 3.64 26.08 -16.63
H 4.82 27.18 -16.90
H 4.60 26.45 -15.16
C 4.94 22.99 -6.80
C 5.31 23.26 -5.30
C 4.97 24.58 -4.63
O 6.00 22.36 -4.82
H 5.25 23.76 -7.50
H 3.89 22.67 -6.87
H 5.63 22.25 -7.20
H 5.66 24.71 -3.80
H 3.96 24.62 -4.22
H 5.19 25.48 -5.20
C 9.78 31.40 -16.74
C 8.98 32.65 -16.57
C 7.45 32.56 -16.64
O 9.62 33.72 -16.52
H 10.83 31.66 -16.59
H 9.61 30.86 -17.67
H 9.42 30.68 -16.01
H 7.13 33.58 -16.42
H 7.05 31.86 -15.90
H 7.14 32.16 -17.61
C -0.69 25.89 -10.96
C -1.15 24.60 -11.61
C -2.54 24.50 -12.23
O -0.34 23.67 -11.85
H -1.20 26.74 -11.40
H 0.38 26.09 -11.05
H -0.95 25.79 -9.90
H -2.48 24.45 -13.32
H -3.27 25.24 -11.91
H -3.03 23.53 -12.16
C 14.31 17.78 -14.13
C 13.23 18.75 -13.65
N 12.43 19.55 -13.29
H 13.97 16.94 -14.72
H 14.74 17.29 -13.26
H 15.09 18.37 -14.62
C 0.38 22.25 -22.57
C -0.41 21.41 -21.66
N -0.90 20.71 -20.89
H -0.42 22.66 -23.18
H 1.05 21.60 -23.13
H 0.92 22.94 -21.91
C 0.90 32.37 -19.60
C 0.95 33.49 -18.68
N 0.92 34.51 -18.03
H 1.89 31.93 -19.49
H 0.85 32.70 -20.64
H 0.14 31.63 -19.36
C -5.27 28.01 -18.56
C -4.25 28.34 -17.52
N -3.45 28.59 -16.74
H -5.77 28.92 -18.91
H -5.94 27.49 -17.87
H -4.97 27.41 -19.42
```

## Properties
* net charge: 0
* SMILES string: CC(C)=O.CC(C)=O.CC(C)=O.CC(C)=O.CC#N.CC#N.CC#N.CC#N

## ii
This record from the OMol25 dataset describes a cluster of 2 separate species, C20H36N4O4 in total. The level of theory is the ωB97M-V functional and the def2-TZVPD basis.

Geometry as XYZ:
```
64
C20H36N4O4 | the OMol25 dataset | the ωB97M-V functional and the def2-TZVPD basis
C -1.36 2.26 1.50
C 0.17 2.31 1.44
C 0.78 3.48 2.25
C 0.50 4.83 1.56
C 2.28 3.23 2.58
N 2.71 4.11 3.69
C 3.25 5.33 3.59
C 3.48 6.05 4.89
O 3.57 5.86 2.54
C 3.26 3.17 1.38
O 2.89 3.37 0.23
N 4.56 2.90 1.57
C 5.25 2.56 2.82
H -1.79 3.18 1.09
H -1.71 1.42 0.90
H -1.69 2.14 2.53
H 0.48 2.38 0.40
H 0.55 1.37 1.84
H 0.26 3.50 3.21
H -0.57 5.01 1.51
H 0.95 5.65 2.12
H 0.91 4.84 0.55
H 2.32 2.22 3.00
H 2.50 3.79 4.62
H 2.52 6.29 5.35
H 4.07 5.43 5.56
H 4.02 6.98 4.69
H 5.11 2.96 0.73
H 6.21 2.09 2.59
H 5.44 3.47 3.39
H 4.65 1.87 3.41
C -1.69 -4.59 -6.12
C -2.33 -4.81 -4.74
C -3.86 -4.70 -4.88
C -1.97 -6.22 -4.23
C -1.77 -3.80 -3.76
C -2.44 -3.05 -2.84
C -1.46 -2.29 -2.14
C -1.75 -1.36 -0.99
C -1.46 -2.05 0.35
N -0.01 -2.20 0.54
C -2.30 -3.30 0.65
O -3.03 -2.61 1.67
C -2.22 -1.44 1.54
N -0.26 -2.55 -2.60
O -0.43 -3.51 -3.65
H -2.10 -5.30 -6.85
H -0.61 -4.74 -6.07
H -1.89 -3.58 -6.48
H -4.23 -5.44 -5.60
H -4.35 -4.89 -3.92
H -4.14 -3.71 -5.23
H -2.41 -6.39 -3.24
H -0.89 -6.34 -4.16
H -2.35 -6.99 -4.92
H -3.51 -3.05 -2.66
H -1.13 -0.47 -1.09
H -2.80 -1.06 -1.04
H 0.45 -1.29 0.58
H 0.38 -2.75 -0.22
H -1.71 -4.14 1.03
H -2.93 -3.65 -0.17
H -2.80 -0.54 1.31
H -1.60 -1.24 2.42
```

## Properties
* net charge: 0
* SMILES string: CC[C@H](C)[C@H](NC(C)=O)C(=O)NC.CC(C)(C)c1cc(CC2(N)COC2)no1

Which of them is least stable? Easy: i.